(1)
{
  "formula": "C8H17N3O",
  "method": "wB97M-V/def2-TZVPD",
  "spin_multiplicity": 3,
  "fmax_ev_per_a": 8.17,
  "homo_energy_ev": [-5.082, -8.543],
  "species": ["C", "C", "C", "C", "C", "C", "C", "C", "N", "N", "N", "O", "H", "H", "H", "H", "H", "H", "H", "H", "H", "H", "H", "H", "H", "H", "H", "H", "H"],
  "positions_angstrom": [[0.646528, -1.010075, -0.362552], [-1.083216, 0.792192, -1.007879], [-0.872610, 0.118220, 1.389286], [-2.211541, -0.234608, -1.108183], [-2.026330, -0.848565, 1.127195], [-0.098280, 0.395344, 0.103418], [1.980251, -2.852161, 0.201277], [1.842556, 1.645188, -0.738394], [1.226908, -1.681509, 0.511550], [0.405501, 2.549645, 0.936004], [0.951439, 1.371548, 0.371258], [-2.892134, -0.390709, 0.112592], [0.627502, -1.227885, -1.436453], [-0.578434, 0.866513, -1.973522], [-1.517688, 1.763056, -0.758097], [-1.261232, 1.065636, 1.762370], [-0.190770, -0.303967, 2.123460], [-2.964692, 0.086845, -1.832311], [-1.804356, -1.206779, -1.431322], [-1.622076, -1.835856, 0.849538], [-2.650452, -0.956656, 2.016261], [3.017632, -2.647468, 0.473125], [1.935957, -3.154162, -0.854118], [1.629070, -3.665374, 0.835716], [2.677466, 2.245242, -0.369845], [2.237636, 0.708623, -1.123875], [1.358259, 2.198354, -1.559840], [1.111703, 2.982609, 1.522910], [0.125417, 3.226747, 0.220425]],
  "forces_ev_per_angstrom": [[-4.49, 6.39, -2.40], [0.01, -0.33, 0.22], [-0.37, -0.09, -0.30], [-0.03, 0.10, -0.33], [0.23, -0.16, 0.31], [0.85, -2.12, -0.94], [1.00, -0.31, 2.19], [0.07, 0.18, 0.07], [2.26, -3.82, 0.66], [0.02, 0.36, 0.01], [0.22, 0.21, 0.12], [-0.11, 0.15, 0.01], [0.15, -0.24, 0.49], [0.03, 0.05, -0.02], [0.00, 0.06, -0.04], [0.01, -0.08, 0.05], [0.04, -0.01, 0.19], [0.09, -0.03, 0.01], [-0.06, 0.14, 0.01], [-0.09, 0.08, 0.06], [0.11, -0.04, 0.00], [0.29, -0.39, -0.25], [-0.35, 0.47, 0.23], [0.11, -0.37, -0.21], [-0.04, 0.01, -0.05], [0.00, -0.02, -0.06], [0.01, -0.01, 0.01], [-0.11, -0.06, -0.11], [0.15, -0.13, 0.05]],
  "lowdin_spin": [0.5817, 0.0089, 0.0181, 0.0157, 0.0068, 0.0901, 0.1090, 0.0185, 0.9491, 0.0058, 0.0170, 0.0035, 0.0877, 0.0017, 0.0019, 0.0011, 0.0063, 0.0013, 0.0087, 0.0034, 0.0003, 0.0114, 0.0320, 0.0073, 0.0006, 0.0107, 0.0000, 0.0010, 0.0002]
}

=====

(2)
{
  "formula": "C8H17N4O2",
  "method": "wB97M-V/def2-TZVPD",
  "spin_multiplicity": 1,
  "fmax_ev_per_a": 3.52,
  "homo_energy_ev": -11.059,
  "e_above_lowest_ev": 2.615,
  "charge": 1,
  "species": ["C", "C", "C", "C", "C", "C", "C", "C", "N", "N", "N", "N", "O", "O", "H", "H", "H", "H", "H", "H", "H", "H", "H", "H", "H", "H", "H", "H", "H", "H", "H"],
  "positions_angstrom": [[0.850605, -0.105181, -4.765971], [-0.162809, -1.237835, 1.213597], [0.442512, 0.094048, 3.195692], [-0.588360, -0.008364, 0.336941], [0.108431, 1.343461, 2.343921], [0.831417, 2.020997, 0.119781], [0.758453, -1.441964, -5.263909], [-1.478050, -1.623190, 3.327836], [0.988723, 0.948957, -4.372664], [1.277634, 2.088615, -3.853708], [-0.267668, -1.111956, 2.645996], [0.123594, 1.166507, 0.857647], [0.981223, 1.977057, -1.107527], [-2.694388, -1.018794, 2.990431], [-0.701778, -2.049378, 0.799454], [0.949367, -1.388399, 1.007724], [1.498723, -0.185729, 3.056672], [0.250310, 0.247423, 4.226926], [-0.250240, -0.237750, -0.605820], [-1.691377, -0.053373, 0.407823], [-0.901690, 1.704435, 2.683838], [0.780743, 2.206226, 2.530902], [1.289061, 2.937398, 0.524313], [-0.226852, -1.655060, -4.907661], [1.321575, -2.267228, -4.799003], [0.740720, -1.644178, -6.386752], [-1.346522, -1.654363, 4.504708], [-1.459033, -2.745395, 3.034778], [0.785079, 2.878035, -4.354738], [1.279401, 2.190805, -2.748011], [-3.488804, -1.375826, 3.356784]],
  "forces_ev_per_angstrom": [[1.42, -0.42, -0.64], [2.30, 1.33, -0.22], [0.31, -1.24, -3.28], [-0.15, -0.85, 3.23], [-0.82, 1.29, 0.51], [0.00, 0.79, -1.22], [-1.16, -1.72, -1.14], [1.49, -2.72, 1.32], [-0.11, -0.33, 0.49], [-0.44, 3.26, 1.22], [-1.84, 0.80, 1.78], [-0.32, -0.03, 1.33], [-0.34, -0.91, -0.61], [0.92, 1.59, -1.34], [-0.55, -1.17, 0.12], [-1.15, -0.03, 0.05], [-0.03, 0.45, 0.24], [-0.40, 0.11, 0.83], [0.56, -0.12, -2.37], [0.42, 1.18, -0.13], [0.66, -0.43, -0.63], [-0.16, -0.69, 0.15], [-0.23, -0.63, 1.21], [-1.16, -0.80, -0.19], [0.60, 1.04, 0.10], [0.26, 1.00, 1.45], [0.15, 0.49, -2.31], [-0.43, 1.58, 0.32], [0.82, -1.25, 0.81], [-0.29, -0.78, -1.74], [-0.33, -0.78, 0.66]],
  "nbo_charge": [0.5404, -0.2055, -0.2229, -0.2423, -0.2304, 0.5550, -0.7641, 0.1045, -0.0155, -0.6176, -0.4626, -0.4017, -0.7405, -0.7602, 0.2145, 0.1804, 0.1959, 0.2294, 0.2093, 0.2243, 0.2119, 0.2158, 0.1578, 0.2762, 0.3079, 0.3124, 0.1706, 0.1560, 0.4148, 0.4947, 0.4917]
}

=====

Number 1: energy -554.2967 a.u.. Number 2: energy -684.1701 a.u..